Formula: C6H64NO26
Source: OMol25
Level of theory: ωB97M-V/def2-TZVPD

```
97
Properties=species:S:1:pos:R:3:forces:R:3:lowdin_charge:R:1
C 9.9230 44.9350 42.5550 -1.3 -4.6 1.8 -0.199
O 11.1070 45.4390 42.6950 7.2 2.7 0.1 -0.186
C 12.2490 44.5790 42.2970 -2.2 2.8 -0.6 -0.086
C 13.5050 45.4830 42.3840 -0.2 2.8 -0.9 -0.068
N 14.6780 44.5680 42.1780 -0.3 5.4 -4.5 0.062
H 14.6800 43.9720 42.8750 0.6 -3.7 5.3 0.037
H 14.5580 43.9820 41.3890 -0.7 -1.0 -1.7 0.086
C 15.9100 45.3230 41.8970 2.1 -2.0 -0.7 -0.046
C 17.0830 44.3050 41.5840 -0.2 1.8 -2.8 -0.092
O 18.2640 45.0870 41.1530 -3.0 0.0 0.9 -0.239
C 19.4390 44.3800 41.1160 2.9 -1.1 1.3 -0.150
H 9.9320 44.0970 43.3160 -1.1 -0.1 -0.7 0.109
H 9.8000 44.5050 41.5990 -0.9 -0.4 -1.4 0.073
H 9.2390 45.6300 42.8770 -2.0 1.5 0.1 0.044
H 11.9660 44.3330 41.1910 1.2 -0.2 1.9 0.156
H 12.3200 43.7510 42.9840 -0.1 -0.7 -0.1 0.107
H 13.8700 46.1470 43.2410 -1.5 -1.7 0.0 0.154
H 13.3520 46.4160 41.6440 0.9 -2.7 0.6 0.167
H 16.2520 45.8300 42.7460 -0.1 1.3 1.2 0.117
H 15.7250 45.9630 41.0260 0.1 -0.1 0.4 0.131
H 16.7380 43.6550 40.7690 0.2 0.3 -0.4 0.120
H 17.3370 43.5780 42.2980 0.4 -0.3 1.9 0.099
H 20.3860 44.9820 41.6860 -2.2 -0.8 -2.9 0.181
H 19.4710 43.7340 40.1480 0.9 1.5 1.4 0.133
H 19.4690 43.6850 41.9430 -0.5 -1.0 0.2 0.031
O 16.4120 46.3890 38.4320 4.1 -2.8 1.6 -0.053
H 16.2140 47.0350 37.8140 -0.4 2.2 -2.1 0.019
H 17.4420 46.1810 38.3090 -3.5 0.8 0.3 0.149
O 13.8070 45.6990 38.8610 1.3 -4.2 5.4 0.050
H 13.3720 46.0950 38.2290 -3.7 3.3 -5.2 -0.024
H 14.6870 45.9910 38.8220 2.2 0.6 -0.1 -0.024
O 21.8120 45.6670 38.9410 -2.9 2.1 -1.0 -0.060
H 20.8080 45.7540 38.9600 1.8 0.6 -0.5 0.050
H 21.8120 44.9090 39.4650 1.2 -2.5 1.4 -0.071
O 11.4530 41.7250 39.1050 -5.8 -3.1 -2.7 0.041
H 12.1910 42.0400 39.4070 7.9 1.9 2.7 -0.076
H 10.9790 42.5120 39.3070 -1.9 1.2 -0.4 -0.006
O 18.4890 47.5820 40.3480 2.6 -3.3 0.2 -0.027
H 18.2080 46.6340 40.2040 0.4 1.5 0.7 0.027
H 17.7820 48.1080 40.1500 -2.9 2.2 -0.8 -0.006
O 8.4370 41.9370 42.3370 -0.6 -2.8 -2.6 -0.061
H 8.2050 42.7590 42.7150 -1.3 1.5 0.1 -0.036
H 7.7920 41.6350 41.5930 1.5 1.3 2.4 0.133
O 6.9280 47.2620 42.4390 4.6 0.5 0.9 -0.171
H 7.9030 47.5360 42.8730 -4.0 -1.0 -1.2 0.066
H 7.3200 46.7430 41.6860 -1.0 0.7 0.6 -0.039
O 22.3400 42.9600 39.6220 5.7 0.9 -3.9 -0.031
H 22.9150 42.2700 39.0920 -1.3 2.5 1.3 0.135
H 21.7500 42.3990 39.9500 -4.5 -3.5 2.7 -0.101
O 9.1570 47.8710 44.1060 -1.2 2.5 1.4 -0.098
H 9.5010 47.3690 44.8610 -0.2 0.3 -0.2 0.064
H 8.6500 48.6930 44.5080 1.6 -2.6 -1.0 0.146
O 12.4190 40.8580 43.9240 0.1 -0.3 0.0 -0.053
H 12.0300 41.3400 44.6510 -1.0 0.1 0.2 0.008
H 11.8050 40.9450 43.1530 0.3 0.0 0.0 0.030
O 9.8820 43.9510 38.8350 0.3 1.7 0.8 -0.029
H 9.9670 44.9260 38.7760 0.2 -0.8 0.4 0.069
H 9.4040 43.7620 38.0470 -0.6 -0.7 -1.1 0.051
O 11.0940 43.0710 45.6690 1.2 -0.7 2.0 -0.089
H 11.0600 44.0320 45.8250 0.2 -0.6 0.0 0.047
H 11.5520 42.6750 46.4980 -1.3 1.3 -2.0 0.105
O 19.4150 44.1720 44.5110 1.1 -1.3 1.0 -0.073
H 18.8450 43.3950 44.4680 -0.3 0.1 -0.1 0.020
H 20.1570 43.7830 45.0590 -1.0 1.1 -0.9 0.075
O 20.5330 41.0730 41.1580 4.1 -2.6 -2.8 -0.068
H 20.1810 41.1670 41.9920 -1.1 0.2 3.0 -0.026
H 21.3450 40.3930 41.2650 -3.0 2.4 -0.2 0.147
O 14.3760 42.5400 44.1770 1.5 -2.7 3.7 -0.128
H 14.7500 41.9330 44.9620 0.2 2.4 -2.3 0.144
H 13.6140 41.9140 44.2570 -1.0 0.4 -2.1 -0.021
O 13.4680 48.8480 40.1440 4.1 3.1 -2.2 -0.043
H 12.6660 48.8180 40.5190 -5.3 -1.5 2.6 -0.098
H 13.4300 49.8570 40.1040 1.1 -1.7 -0.4 0.094
O 14.1380 43.1180 39.9020 -1.0 -0.9 4.4 0.054
H 13.8860 43.8110 39.3830 -1.5 4.0 -2.2 -0.021
H 14.5850 42.6300 39.2990 2.5 -3.1 -2.6 0.035
O 21.8080 46.5050 44.3970 0.5 -1.7 1.0 -0.204
H 20.9600 46.6630 43.8250 1.8 -1.3 1.6 0.030
H 22.0850 45.6450 44.9790 -2.2 3.1 -2.8 0.104
O 6.9400 44.2220 43.1660 1.7 -2.3 -1.4 -0.004
H 7.3970 44.3470 43.9760 -0.1 0.8 1.2 0.038
H 6.1860 44.7390 43.0360 -1.5 1.7 0.3 0.026
O 10.9250 41.2630 41.6690 0.8 -0.3 -2.9 -0.117
H 10.9040 41.2210 40.6060 0.4 -0.2 3.2 0.082
H 10.0980 41.6780 41.9060 -1.0 0.1 0.3 -0.034
O 10.8270 48.7950 41.6980 0.9 3.2 -1.1 -0.058
H 10.5660 49.6870 42.0930 0.2 -2.6 -0.3 0.099
H 10.5160 48.0250 42.1280 -0.8 -0.6 1.4 -0.023
O 15.2130 45.0490 45.2200 -5.2 6.4 -2.3 0.095
H 15.8480 44.9940 45.8030 5.4 1.7 5.9 -0.020
H 15.3790 44.2390 44.9880 -0.2 -7.9 -3.5 -0.083
O 20.5590 47.7980 42.3450 4.7 -1.0 -1.7 -0.135
H 21.5370 47.6010 41.8290 -4.2 0.9 2.3 0.180
H 19.9290 47.7010 41.6320 -0.6 0.0 -0.5 -0.037
O 7.7470 46.1050 40.1870 -0.4 -2.9 -0.5 -0.055
H 7.5680 45.1160 40.0160 0.5 2.3 0.4 0.110
H 8.2230 46.4070 39.4190 0.1 0.3 -0.4 0.043
```
Positions in Å, forces in eV/Å.

lowest unoccupied orbital energy	-0.09227	Ha
E_tot	-2277.3917	Eh
net charge	+1
relative energy (zero: lowest compared OMol25 entry of this formula, charge and spin)	272.6	kJ/mol
gap between HOMO and LUMO	9.4	eV


Formula: C6H68NO28
Source: OMol25
Level of theory: ωB97M-V/def2-TZVPD

```
103
Properties=species:S:1:pos:R:3:forces:R:3:lowdin_charge:R:1
C 2.2424 -1.9074 4.3285 1.2 -3.7 1.5 -0.180
O 2.4244 -1.1524 3.2405 -0.8 0.3 -5.3 -0.124
C 1.7234 -1.7604 2.0735 6.3 0.8 -1.1 -0.116
C 1.6214 -0.8034 0.9035 3.6 1.2 1.2 -0.084
N 0.3754 -0.8494 0.1265 0.5 -3.0 3.7 0.012
H 0.2834 -1.8594 -0.2945 -0.3 1.5 1.2 0.163
H -0.3546 -0.5944 0.8735 0.3 -1.2 -1.4 0.152
C 0.2374 0.0716 -0.8895 0.4 4.4 -3.2 -0.142
C -0.0866 1.4976 -0.3265 -3.3 -0.9 -4.1 -0.123
O -0.3016 2.5266 -1.3695 -1.8 -2.2 -0.4 -0.169
C -1.5456 2.2736 -2.2665 1.4 3.4 0.3 0.000
H 3.0004 -1.5884 4.9355 1.3 0.6 1.8 0.017
H 2.3964 -3.0834 4.3925 -0.2 2.0 -1.3 0.150
H 1.3744 -1.7474 4.8445 -2.9 0.5 1.0 0.047
H 0.8234 -1.8764 2.3405 -7.1 -1.7 2.5 0.050
H 2.2264 -2.6994 1.8455 -0.2 -0.1 0.0 0.125
H 2.5434 -0.8514 0.2695 -1.1 0.1 0.1 0.134
H 1.7264 0.0996 1.5465 -0.5 0.3 -1.2 0.151
H -0.4956 -0.3434 -1.5895 0.2 0.6 -0.2 0.116
H 1.1814 0.3626 -1.4035 -0.4 -1.4 -0.1 0.141
H 0.6534 1.7206 0.3075 3.2 1.6 1.8 0.059
H -0.9456 1.4526 0.2715 -1.6 0.0 0.8 0.084
H -1.4956 1.5456 -3.0205 1.7 -0.8 -1.5 0.035
H -1.8666 3.2996 -2.7115 1.0 -1.8 0.8 0.127
H -2.4176 1.8876 -1.8445 -1.3 -0.2 2.5 0.024
O 5.3964 -0.9474 0.1835 -1.0 1.2 -0.7 -0.022
H 5.4044 -1.6454 0.8135 0.7 -0.9 0.6 0.034
H 6.1324 -0.9624 -0.4315 0.3 -0.4 0.2 0.072
O -1.3656 -1.0294 -4.0225 -2.0 -0.2 2.2 -0.128
H -1.7226 -0.7904 -4.8905 -0.3 0.2 0.3 0.031
H -2.1636 -1.0934 -3.3105 2.5 0.2 -2.8 0.064
O -2.8556 5.6356 -1.0135 -1.6 0.9 -1.4 -0.101
H -2.4086 6.0356 -1.8115 0.4 -0.4 0.7 0.019
H -3.7846 5.9196 -1.2385 1.2 -0.5 0.7 0.077
O -1.2876 6.6116 -3.0865 -5.2 -5.3 0.6 0.051
H -1.0026 7.4226 -3.1285 2.9 6.6 -0.4 -0.027
H -0.6496 5.9456 -3.1545 2.2 -1.2 -0.3 -0.015
O 0.7394 4.7666 -2.7865 1.1 -0.2 -0.6 -0.043
H 0.4414 4.2156 -2.0695 -0.5 -0.5 0.8 0.004
H 1.4934 4.2376 -3.1175 -0.6 0.6 -0.1 0.076
O -2.1326 -0.5734 1.1755 -1.7 -1.4 -0.3 -0.072
H -2.4486 -1.5254 1.2915 0.5 1.8 0.2 0.125
H -2.9366 -0.0134 0.9945 1.1 -0.5 0.3 0.059
O 3.5004 1.0266 -2.9735 0.9 2.6 3.5 -0.164
H 3.5144 1.7726 -2.1315 -0.8 -3.3 -3.6 0.141
H 2.6124 0.7236 -3.2675 0.0 1.0 0.7 -0.042
O -3.5286 3.3316 0.4775 -3.4 0.5 -1.7 -0.123
H -3.2946 3.9976 -0.2225 0.6 -0.2 0.7 -0.008
H -4.5526 3.3316 0.2805 2.9 -0.1 1.1 0.081
O 3.7194 -1.6554 -2.0755 1.7 -1.1 4.4 -0.159
H 4.2154 -1.6474 -1.0725 -1.8 0.3 -4.1 0.084
H 3.5894 -0.7144 -2.2095 0.2 0.9 -0.4 -0.050
O 3.9344 -5.1124 1.9245 0.4 -5.2 3.8 0.045
H 3.5964 -4.7584 1.1995 -3.1 1.4 -5.8 -0.109
H 4.3564 -4.3764 2.1945 2.8 3.5 2.5 -0.030
O 4.3194 -2.1094 6.2445 0.8 2.3 0.1 -0.059
H 4.6884 -1.2964 5.8045 -0.7 -0.6 1.1 0.082
H 4.8244 -2.7134 5.7395 0.7 -1.8 -0.5 0.020
O 1.1974 0.3616 -4.0335 -0.5 -0.1 -0.2 -0.050
H 0.2724 0.0606 -3.9615 0.1 -0.1 0.0 0.018
H 1.5504 -0.0894 -4.8065 -0.1 0.0 -0.1 0.076
O -4.8036 3.2616 -3.5925 -4.7 3.9 -2.4 -0.050
H -5.8566 3.4386 -3.5025 3.8 -0.5 -0.5 0.145
H -4.6716 2.5936 -3.0125 0.9 -3.4 2.8 -0.092
O -4.1916 0.5196 -0.3445 -1.3 6.9 -2.2 -0.072
H -4.4996 -0.3114 -0.2355 -2.4 -4.2 0.4 -0.020
H -5.0036 1.1716 -0.7095 3.2 -2.8 2.1 0.186
O 1.5444 3.8266 2.0055 -1.0 1.8 0.6 -0.108
H 0.7264 3.3136 2.2685 1.1 1.5 -0.3 0.038
H 1.4504 4.8466 2.1985 -0.2 -3.3 -0.4 0.122
O -2.8466 1.1336 -5.5335 -1.6 2.3 -0.7 -0.097
H -3.1256 1.9466 -6.0775 1.1 -1.8 0.8 0.094
H -3.5646 1.2006 -4.8685 0.6 -0.5 -0.1 -0.006
O -0.4056 -2.9114 6.7015 -0.2 0.4 -2.9 -0.004
H 0.0044 -2.0934 6.9095 0.7 1.2 0.1 0.015
H -0.4746 -3.3134 7.5155 -0.4 -1.7 2.8 -0.004
O -0.8756 1.5446 3.0215 -1.6 -0.4 -3.7 0.007
H -0.4026 1.6656 3.7785 2.0 0.6 3.4 0.011
H -1.8026 1.6946 3.2145 -0.2 0.5 0.0 0.075
O 3.2194 3.1206 -0.3365 4.0 -1.5 -5.2 0.030
H 3.2714 4.0016 -0.6675 0.4 1.0 -0.8 0.047
H 2.6864 3.2376 0.3375 -4.4 0.5 5.9 -0.098
O 3.1134 -4.3064 -0.4375 -0.9 -0.1 -0.4 -0.023
H 3.7794 -3.9384 -1.0065 0.6 0.5 -0.5 0.040
H 2.5294 -4.7364 -1.0755 0.1 -0.2 0.3 0.068
O -1.5786 -0.8664 4.1105 -0.4 -1.7 6.5 -0.064
H -1.5246 -0.1434 3.5945 0.5 3.5 -3.5 -0.128
H -1.5886 -0.3504 5.0455 0.0 -2.4 -2.9 0.134
O -2.5956 -1.8824 -1.7915 -1.0 -1.4 -0.9 -0.039
H -3.5366 -2.1704 -1.7505 1.1 0.4 0.0 0.110
H -2.3966 -1.3354 -1.0525 -0.1 1.0 1.2 0.003
O 0.4074 -5.6924 3.2955 3.3 0.1 4.2 -0.194
H 1.2644 -6.3054 3.2105 -2.7 2.1 0.4 0.105
H 0.5294 -5.2254 4.3185 -0.5 -2.1 -4.5 0.157
O -0.3456 -3.3244 -0.8275 1.7 -0.7 -0.6 -0.020
H -0.9896 -3.0264 -1.4545 -1.4 0.5 -0.8 0.039
H 0.2514 -3.8664 -1.3915 -0.2 0.5 0.6 0.122
O -4.2946 0.0836 -3.1875 -3.3 -1.8 -2.3 -0.038
H -4.3906 0.4336 -2.3485 1.1 1.4 3.1 -0.073
H -5.2766 -0.2164 -3.2045 2.2 0.3 -1.1 0.136
O -1.0506 -5.2384 0.9505 -4.0 1.9 -9.0 -0.082
H -0.8096 -4.5134 0.1725 -0.6 -2.8 3.9 0.061
H -0.5676 -5.2254 1.6705 4.3 0.5 5.6 -0.139
```
Positions in Å, forces in eV/Å.

lowest unoccupied orbital energy	-0.12752	Ha
E_tot	-2430.2657	Eh
net charge	+1
relative energy (zero: lowest compared OMol25 entry of this formula, charge and spin)	262.6	kJ/mol
gap between HOMO and LUMO	8.7	eV


Formula: C6H6BiLiO2
Source: OMol25
Level of theory: ωB97M-V/def2-TZVPD

```
16
Properties=species:S:1:pos:R:3:forces:R:3:lowdin_spin:R:1
C 2.0126 0.7311 -1.0985 -0.2 -0.3 0.1 0.000
C 0.8899 1.0146 -0.4313 -0.5 -0.2 -0.9 0.000
C 0.4461 0.4752 0.9055 -1.6 -0.1 1.3 0.000
H 2.2307 1.2509 -2.0326 0.0 -0.1 0.3 0.000
H 2.7582 0.0145 -0.7437 0.0 0.2 0.0 0.000
H 0.1878 1.7594 -0.8162 0.3 -0.1 0.2 0.000
H 0.6453 1.2501 1.6693 0.1 -0.1 0.1 0.000
C 1.1391 -0.6821 1.3806 1.2 -0.5 1.2 0.000
O 1.6983 -1.5565 1.8138 -0.8 0.8 -0.7 -0.001
O -1.5694 -1.1618 -0.8463 0.4 -1.3 -3.3 0.078
C -1.8636 -0.6573 0.3059 -3.2 5.2 3.1 0.028
C -1.1942 0.1502 1.1454 4.2 -1.6 -0.5 -0.010
Li 0.1418 -1.5513 -1.5634 0.7 0.1 -0.2 0.013
Bi -3.1487 -1.3597 -2.3333 -0.2 0.0 0.4 0.886
H -2.8147 0.0410 0.4835 -0.1 -2.7 -0.6 0.007
H -1.5595 0.2817 2.1613 -0.2 0.7 -0.3 0.000
```
Positions in Å, forces in eV/Å.

lowest unoccupied orbital energy (alpha / beta)	-0.57117 / -0.56293	Ha
E_tot	-603.5115	Eh
net charge	+3
relative energy (zero: lowest compared OMol25 entry of this formula, charge and spin)	0.0	kJ/mol
spin multiplicity	2
gap between HOMO and LUMO (alpha / beta)	5.8 / 6.0	eV


Formula: C6H6Br9FO3
Source: OMol25
Level of theory: ωB97M-V/def2-TZVPD

```
25
Properties=species:S:1:pos:R:3:forces:R:3:lowdin_charge:R:1
C 0.4357 -0.2776 -1.9170 1.5 -0.3 -1.2 -0.364
C 0.8808 0.6166 -0.8864 -0.4 2.5 -2.4 -0.542
O -0.3526 1.0242 -0.3695 -1.2 -2.7 -1.4 -0.245
C -1.2177 0.0442 -0.4677 -3.7 0.6 -1.3 -0.646
O -2.3699 0.0293 -0.0083 3.9 -0.2 -6.6 -0.303
O -0.6639 -0.8011 -1.2910 -3.9 -1.3 -0.4 -0.281
F 1.4130 1.7905 -1.4711 -0.1 -1.3 0.6 -0.031
H 1.1825 -1.0673 -1.9994 -1.7 1.9 -0.4 -0.180
H 0.2652 0.2372 -2.8625 -0.4 -0.2 -0.1 0.168
H 1.5629 0.2029 -0.1436 -2.0 -0.3 -1.5 -0.145
C 1.3920 1.7759 2.0057 -1.6 -1.2 -0.4 -1.130
Br 2.7984 1.0189 0.7903 3.6 2.4 4.6 0.806
Br 0.5005 0.2645 3.0639 2.0 1.2 -0.8 0.515
Br -0.0868 2.6226 0.9882 2.8 6.3 5.5 0.928
H 1.7704 2.5058 2.7214 0.3 -0.3 -0.4 -0.006
C -2.5313 0.8247 1.9163 -2.1 -0.1 2.0 -1.346
Br -2.4170 1.6712 3.7140 -0.3 -0.4 -0.8 0.492
Br -4.5100 1.0402 1.3421 1.5 0.0 0.7 0.554
Br -2.1030 -1.1430 1.9470 -0.7 -0.3 3.2 0.669
H -1.9248 1.3311 1.1654 -0.6 0.1 1.7 -0.103
C 1.2508 -2.9202 -1.6583 -0.8 0.6 0.1 -1.113
Br 2.8667 -1.8113 -2.3702 0.6 -2.6 0.1 0.684
Br -0.4371 -2.7259 -2.7885 1.8 -2.7 -0.8 0.804
Br 0.8553 -2.2625 0.1632 1.4 -2.1 0.3 0.818
H 1.4398 -3.9911 -1.5839 0.4 0.4 -0.3 -0.005
```
Positions in Å, forces in eV/Å.

lowest unoccupied orbital energy	-0.05426	Ha
E_tot	-23723.5099	Eh
net charge	0
relative energy (zero: lowest compared OMol25 entry of this formula, charge and spin)	1003.1	kJ/mol
gap between HOMO and LUMO	7.5	eV


Formula: C6H6BrFN
Source: OMol25
Level of theory: ωB97M-V/def2-TZVPD

```
15
Properties=species:S:1:pos:R:3:forces:R:3:lowdin_charge:R:1
F -1.4725 2.7963 0.1694 -0.4 0.0 1.2 0.260
C -0.7176 2.0260 -0.4869 0.1 0.4 -1.6 -0.054
N -0.2069 0.9403 -0.1030 1.5 -1.7 1.4 0.002
C -0.5151 0.3485 1.1364 -0.3 -2.5 0.6 -0.025
C -0.4945 -1.0144 1.2666 -1.1 2.0 0.9 -0.009
C -0.0368 -1.8683 0.2278 0.8 1.1 -2.5 -0.016
C 0.4621 -1.2897 -0.9278 -2.0 1.4 5.6 -0.061
C 0.7373 0.1249 -0.8717 2.0 0.1 0.2 -0.348
Br 2.7706 0.2632 0.1771 -1.9 0.1 -0.6 0.513
H -0.6053 2.2542 -1.4958 0.4 0.9 -1.7 0.169
H -0.9494 0.9184 1.9114 -0.4 1.0 0.3 0.130
H -1.0674 -1.3463 2.1689 1.2 -0.2 -0.8 0.153
H 0.0015 -2.9081 0.3467 -0.4 -1.3 0.1 0.111
H 0.8424 -1.6900 -1.7530 1.5 -2.5 -3.0 0.081
H 1.2516 0.4451 -1.7661 -1.0 1.2 -0.2 0.095
```
Positions in Å, forces in eV/Å.

SMILES	F/C=[N+]1\C=CC=C[C@@H]1Br
lowest unoccupied orbital energy (alpha / beta)	-0.22893 / -0.22892	Ha
E_tot	-2960.4914	Eh
net charge	+1
relative energy (zero: lowest compared OMol25 entry of this formula, charge and spin)	205.8	kJ/mol
gap between HOMO and LUMO (alpha / beta)	7.2 / 7.2	eV


Formula: C6H6BrN3
Source: OMol25
Level of theory: ωB97M-V/def2-TZVPD

```
16
Properties=species:S:1:pos:R:3:forces:R:3:lowdin_charge:R:1
C -0.5039 2.1868 -0.0084 0.3 0.1 0.0 -0.015
N -0.6039 0.7137 0.0543 -1.3 0.5 0.0 -0.097
C -1.7689 -0.0177 -0.0232 -2.4 1.1 -0.1 -0.064
C -1.5392 -1.3662 -0.0300 0.9 0.4 0.4 -0.003
N -0.1676 -1.4541 0.0889 1.4 2.9 -1.0 -0.111
N 0.7591 -2.3802 -0.0396 0.7 -1.7 0.4 0.052
C 1.9457 -1.7491 -0.0366 -3.1 1.2 0.2 -0.192
C 1.8375 -0.3677 0.0269 -3.0 0.7 -0.1 -0.633
Br 3.1617 0.9680 -0.0515 -0.3 -0.3 0.1 0.685
C 0.3760 -0.1915 0.0565 3.9 -0.8 0.5 -0.249
H 0.0806 2.3646 -0.9660 -0.2 0.5 1.7 0.113
H -1.4772 2.7149 -0.1159 0.3 -1.1 -0.3 0.085
H -0.1661 2.6074 0.9991 0.5 -0.6 -1.7 0.114
H -2.6710 0.6374 -0.0927 0.6 -1.4 0.2 0.132
H -2.0045 -2.3262 0.0014 -1.1 0.2 -0.2 0.114
H 2.7418 -2.3401 0.1367 2.9 -1.7 -0.1 0.068
```
Positions in Å, forces in eV/Å.

SMILES	Cn1ccn2ncc(Br)c12
lowest unoccupied orbital energy	0.02325	Ha
E_tot	-2970.4416	Eh
net charge	0
relative energy (zero: lowest compared OMol25 entry of this formula, charge and spin)	97.8	kJ/mol
gap between HOMO and LUMO	8.3	eV